1.
One molecule with the formula C4H8O2. Source: OMol25; level of theory: wB97M-V/def2-TZVPD.

Computed properties:
Net charge = 0
HOMO level = -0.3661 hartree
SMILES string = CC(=O)CCO
Frontier orbital gap = 10.8485 eV
Max |F| = 0.009 hartree/bohr

Last column: Mulliken charge in e.
Positions of all 14 atoms, in Å:
C (-0.227, 2.093, 0.616)  -1.187
C (-0.417, 0.666, 0.154)  0.868
O (-1.526, 0.166, 0.100)  -0.618
C (0.822, -0.117, -0.240)  -0.580
C (0.476, -1.486, -0.821)  -0.505
O (-0.377, -1.377, -1.935)  -0.539
H (0.165, 2.102, 1.640)  0.305
H (0.496, 2.619, -0.016)  0.335
H (-1.188, 2.612, 0.601)  0.330
H (1.384, 0.477, -0.972)  0.306
H (1.470, -0.211, 0.645)  0.331
H (0.033, -2.117, -0.036)  0.261
H (1.388, -1.981, -1.168)  0.355
H (-1.214, -1.044, -1.579)  0.339

---

2.
One molecule with the formula C4H8O2. Source: OMol25; level of theory: wB97M-V/def2-TZVPD.

Computed properties:
Net charge = 0
HOMO level = -0.3431 hartree
Frontier orbital gap = 10.2011 eV
Max |F| = 0.007 hartree/bohr

Last column: Mulliken charge in e.
Positions of all 14 atoms, in Å:
C (-0.399, -1.248, -1.054)  -1.176
C (-0.744, 0.094, -0.445)  0.250
O (-1.058, -0.005, 0.948)  -0.403
C (0.193, 0.360, 1.496)  -0.708
C (0.472, 1.017, -0.245)  0.150
O (1.681, 0.753, -0.709)  -0.708
H (0.452, -1.707, -0.541)  0.246
H (-1.261, -1.916, -0.978)  0.344
H (-0.129, -1.129, -2.107)  0.318
H (-1.569, 0.576, -0.982)  0.362
H (0.738, -0.507, 1.910)  0.341
H (0.119, 1.153, 2.244)  0.340
H (0.185, 2.072, -0.085)  0.399
H (1.320, 0.487, 0.549)  0.245

---

3.
A 2-piece molecular cluster, C4H8O2 overall at a distorted geometry. Source: OMol25; level of theory: wB97M-V/def2-TZVPD.

Computed properties:
Net charge = 0
HOMO level = -0.3236 hartree
Frontier orbital gap = 9.3859 eV
Max |F| = 0.072 hartree/bohr

Last column: Mulliken charge in e.
Positions of all 14 atoms, in Å:
C (1.341, -0.139, -1.004)  -0.558
O (0.116, -0.600, -1.291)  -0.340
C (-0.830, -0.801, -0.266)  -0.031
C (-0.462, -0.552, 1.164)  -0.619
C (-1.205, 0.522, 0.410)  0.014
O (-0.571, 1.647, -0.079)  -0.580
H (1.799, -0.572, -0.130)  0.333
H (1.628, 1.323, -0.331)  0.155
H (1.894, -0.035, -1.933)  0.330
H (-1.543, -1.576, -0.562)  0.360
H (0.569, -0.374, 1.457)  0.207
H (-1.024, -1.125, 1.894)  0.261
H (-2.257, 0.639, 0.704)  0.333
H (0.545, 1.643, -0.034)  0.137

---

4.
C4H8O2 as an isolated structure at a distorted geometry. Source: OMol25; level of theory: wB97M-V/def2-TZVPD.

Computed properties:
Net charge = 0
HOMO level = -0.3468 hartree
Frontier orbital gap = 9.5331 eV
Max |F| = 0.034 hartree/bohr

Last column: Mulliken charge in e.
Positions of all 14 atoms, in Å:
C (1.138, 0.320, 1.113)  -1.302
C (0.267, -0.155, 0.003)  0.445
C (0.259, 0.484, -1.296)  0.059
O (-0.796, 0.543, -1.990)  -0.728
C (-1.007, -0.898, 0.305)  -0.459
O (-1.898, 0.190, 0.267)  -0.561
H (2.019, 0.841, 0.732)  0.374
H (1.426, -0.493, 1.782)  0.325
H (0.559, 1.042, 1.712)  0.305
H (1.078, -0.583, -1.312)  0.167
H (1.017, 1.267, -1.447)  0.414
H (-1.803, 0.462, -0.707)  0.362
H (-1.036, -1.363, 1.295)  0.344
H (-1.223, -1.659, -0.456)  0.255

---

5.
One molecule with the formula C4H8O2 at a distorted geometry. Source: OMol25; level of theory: wB97M-V/def2-TZVPD.

Computed properties:
Net charge = 0
HOMO level = -0.3529 hartree
SMILES string = C[C@@H](O)CC=O
Frontier orbital gap = 10.4468 eV
Max |F| = 0.038 hartree/bohr

Last column: Mulliken charge in e.
Positions of all 14 atoms, in Å:
C (1.046, 0.141, -1.445)  -1.031
C (0.006, -0.311, -0.435)  0.257
O (0.855, -0.943, 0.626)  -0.592
C (-0.753, 0.788, 0.312)  -0.775
C (-1.159, 0.147, 1.623)  0.096
O (-2.192, -0.464, 1.758)  -0.496
H (1.830, -0.290, -0.803)  0.278
H (1.011, -0.339, -2.428)  0.282
H (1.184, 1.225, -1.542)  0.296
H (-0.699, -1.054, -0.825)  0.382
H (1.020, -1.885, 0.471)  0.297
H (-1.649, 1.128, -0.223)  0.360
H (-0.094, 1.649, 0.483)  0.334
H (-0.405, 0.209, 2.428)  0.312

---

6.
C4H8O2 as an isolated structure. Source: OMol25; level of theory: wB97M-V/def2-TZVPD.

Computed properties:
Net charge = 0
HOMO level = -0.3075 hartree
Frontier orbital gap = 9.2728 eV
Max |F| = 0.005 hartree/bohr

Last column: Mulliken charge in e.
Positions of all 14 atoms, in Å:
C (-0.919, -1.037, 0.415)  -0.203
C (-1.338, 0.336, -0.041)  -0.467
O (-0.361, 1.159, -0.657)  -0.358
C (0.815, 1.139, 0.120)  -0.408
C (1.334, -0.279, 0.220)  -0.425
O (0.352, -1.163, 0.789)  -0.243
H (-1.174, -1.930, -0.568)  0.156
H (-0.788, -1.619, -1.264)  0.034
H (-2.185, 0.269, -0.729)  0.311
H (-1.692, 0.817, 0.889)  0.321
H (0.622, 1.542, 1.128)  0.318
H (1.550, 1.779, -0.376)  0.324
H (2.218, -0.352, 0.858)  0.307
H (1.567, -0.663, -0.783)  0.333

---

7.
One molecule with the formula C4H8O2. Source: OMol25; level of theory: wB97M-V/def2-TZVPD.

Computed properties:
Net charge = 0
HOMO level = -0.3741 hartree
SMILES string = C[C@@H](O)[C@H]1CO1
Frontier orbital gap = 11.1551 eV
Max |F| = 0.019 hartree/bohr

Last column: Mulliken charge in e.
Positions of all 14 atoms, in Å:
C (-0.572, -1.599, 0.366)  -1.339
C (0.400, -0.507, -0.015)  0.025
O (1.419, -1.019, -0.853)  -0.534
C (-0.236, 0.718, -0.625)  0.160
C (-0.342, 1.909, 0.216)  -0.468
O (0.662, 1.807, -0.782)  -0.428
H (-1.105, -2.002, -0.501)  0.344
H (-0.010, -2.415, 0.831)  0.314
H (-1.294, -1.202, 1.086)  0.349
H (0.899, -0.151, 0.901)  0.351
H (2.181, -0.639, -0.413)  0.338
H (-0.928, 0.578, -1.459)  0.401
H (0.030, 1.847, 1.240)  0.225
H (-1.122, 2.647, 0.044)  0.262

---

8.
A 2-piece molecular cluster, C4H8O2 overall. Source: OMol25; level of theory: wB97M-V/def2-TZVPD.

Computed properties:
Net charge = 0
HOMO level = -0.3297 hartree
SMILES string = OC1=CC1.CO
Frontier orbital gap = 9.6206 eV
Max |F| = 0.009 hartree/bohr

Last column: Mulliken charge in e.
Positions of all 14 atoms, in Å:
C (-0.822, -0.410, -1.662)  -0.458
C (0.409, 0.894, 0.920)  0.216
O (-0.117, 2.066, 0.552)  -0.457
C (0.174, -0.387, 1.632)  -0.347
C (1.424, 0.096, 0.903)  -0.607
O (0.201, -1.345, -1.408)  -0.504
H (-1.285, -0.017, -0.743)  0.123
H (-1.593, -0.936, -2.229)  0.267
H (-0.470, 0.449, -2.250)  0.248
H (-1.020, 2.119, 0.890)  0.352
H (0.169, -0.405, 2.726)  0.243
H (-0.438, -1.174, 1.175)  0.173
H (2.437, -0.164, 0.650)  0.432
H (0.996, -0.848, -1.184)  0.318

---

9.
One molecule with the formula C4H8O2 at a distorted geometry. Source: OMol25; level of theory: wB97M-V/def2-TZVPD.

Computed properties:
Net charge = 0
HOMO level = -0.3680 hartree
SMILES string = CCC(=O)CO
Frontier orbital gap = 10.8408 eV
Max |F| = 0.067 hartree/bohr

Last column: Mulliken charge in e.
Positions of all 14 atoms, in Å:
C (-2.186, 0.550, -0.358)  -0.796
C (-0.809, -0.527, 0.245)  -0.722
C (0.475, 0.184, -0.023)  0.719
O (0.470, 1.365, -0.310)  -0.636
C (1.832, -0.515, 0.062)  -0.471
O (2.858, 0.423, -0.062)  -0.539
H (-2.920, 0.784, 0.430)  0.258
H (-2.124, -0.372, -0.874)  0.308
H (-1.842, 1.494, -0.805)  0.271
H (-0.703, -1.600, -0.117)  0.368
H (-1.026, -0.634, 1.301)  0.320
H (1.897, -1.044, 1.025)  0.286
H (1.902, -1.284, -0.727)  0.257
H (2.405, 1.264, -0.257)  0.378

---

10.
One molecule with the formula C4H8O2 at a distorted geometry. Source: OMol25; level of theory: wB97M-V/def2-TZVPD.

Computed properties:
Net charge = 0
HOMO level (spin up / spin down) = -0.2768 / -0.2856 hartree
Frontier orbital gap (spin up / spin down) = 8.1181 / 8.3842 eV
Max |F| = 0.022 hartree/bohr

Last column: Mulliken charge in e.
Positions of all 14 atoms, in Å:
C (1.802, -0.306, 0.911)  -1.434
C (0.670, 0.548, 0.367)  0.640
O (1.271, 1.504, -0.507)  -0.534
C (-0.330, -0.358, -0.285)  -0.491
C (-2.594, -0.432, -0.971)  -0.461
O (-1.490, 0.151, -0.573)  -0.228
H (2.310, -0.789, 0.070)  0.341
H (2.526, 0.309, 1.449)  0.341
H (1.414, -1.078, 1.582)  0.384
H (0.180, 1.083, 1.201)  0.187
H (0.564, 2.016, -0.919)  0.324
H (-0.144, -1.412, -0.495)  0.409
H (-2.748, -1.475, -0.737)  0.245
H (-3.430, 0.240, -1.093)  0.277

---

11.
One molecule with the formula C4H8O2. Source: OMol25; level of theory: wB97M-V/def2-TZVPD.

Computed properties:
Net charge = 0
HOMO level = -0.3198 hartree
Frontier orbital gap = 8.8699 eV
Max |F| = 0.008 hartree/bohr

Last column: Mulliken charge in e.
Positions of all 14 atoms, in Å:
C (1.545, -0.898, -0.550)  -1.107
C (0.711, -0.070, 0.436)  0.348
O (1.168, 1.199, 0.703)  -0.820
C (-0.583, 0.470, -0.089)  0.654
O (-0.480, 1.372, -1.008)  -0.454
C (-1.937, 0.144, 0.437)  -1.217
H (1.103, -1.886, -0.742)  0.329
H (2.547, -1.038, -0.128)  0.313
H (1.650, -0.371, -1.507)  0.247
H (0.510, -0.685, 1.338)  0.291
H (0.495, 1.647, -0.785)  0.418
H (-2.176, -0.904, 0.215)  0.306
H (-2.705, 0.803, 0.026)  0.354
H (-1.917, 0.234, 1.530)  0.338

---

12.
A 2-piece molecular cluster, C4H8O2 overall. Source: OMol25; level of theory: wB97M-V/def2-TZVPD.

Computed properties:
Net charge = 0
HOMO level = -0.3322 hartree
SMILES string = C=CO.CC=O
Frontier orbital gap = 9.7136 eV
Max |F| = 0.010 hartree/bohr

Last column: Mulliken charge in e.
Positions of all 14 atoms, in Å:
C (0.846, -1.079, -1.429)  -0.849
C (-0.640, -1.140, -1.203)  0.155
O (-1.163, -1.739, -0.293)  -0.483
C (-0.474, 0.378, 2.046)  -0.679
C (-0.013, 1.417, 1.361)  0.091
O (-0.428, 1.688, 0.083)  -0.447
H (1.113, -1.778, -2.232)  0.345
H (1.376, -1.362, -0.517)  0.255
H (1.142, -0.076, -1.750)  0.247
H (0.053, 2.455, -0.246)  0.320
H (-1.260, -0.612, -1.957)  0.317
H (-0.115, 0.192, 3.052)  0.242
H (-1.195, -0.306, 1.612)  0.230
H (0.717, 2.111, 1.777)  0.256

---

Copy entry 3 word for word.
A 2-piece molecular cluster, C4H8O2 overall at a distorted geometry. Source: OMol25; level of theory: wB97M-V/def2-TZVPD.

Computed properties:
Net charge = 0
HOMO level = -0.3236 hartree
Frontier orbital gap = 9.3859 eV
Max |F| = 0.072 hartree/bohr

Last column: Mulliken charge in e.
Positions of all 14 atoms, in Å:
C (1.341, -0.139, -1.004)  -0.558
O (0.116, -0.600, -1.291)  -0.340
C (-0.830, -0.801, -0.266)  -0.031
C (-0.462, -0.552, 1.164)  -0.619
C (-1.205, 0.522, 0.410)  0.014
O (-0.571, 1.647, -0.079)  -0.580
H (1.799, -0.572, -0.130)  0.333
H (1.628, 1.323, -0.331)  0.155
H (1.894, -0.035, -1.933)  0.330
H (-1.543, -1.576, -0.562)  0.360
H (0.569, -0.374, 1.457)  0.207
H (-1.024, -1.125, 1.894)  0.261
H (-2.257, 0.639, 0.704)  0.333
H (0.545, 1.643, -0.034)  0.137

---

Question: Which value of net charge does entry 11 give?
Answer: 0

---

Question: Which value of net charge does entry 12 give?
Answer: 0